[1]
DFT (ωB97M-V/def2-TZVPD) results for a molecular structure, C27H72CuF4N2O35S13 at a distorted geometry.

Geometry as XYZ:
```
154
Properties=species:S:1:pos:R:3:forces:R:3
Cu 2.554009 -2.138257 -2.098505 -0.345 0.474 -0.043
N 1.227549 -1.121607 -0.965335 -0.894 -2.685 -1.907
S 1.082739 0.044143 0.095495 -1.813 3.371 1.936
O 1.083439 -0.296717 1.495885 0.111 -0.730 0.325
O 0.380609 1.279353 -0.263895 0.768 -1.193 -0.135
F 2.561189 0.510683 -0.080245 1.868 0.259 -0.387
S -0.471251 -1.491287 -0.953845 0.500 0.278 2.945
O -1.216331 -0.414087 -1.526955 -1.362 -0.219 -0.919
O -0.996991 -2.414867 0.088495 0.905 1.039 -1.961
F -0.347681 -2.467867 -2.197615 0.293 -0.781 -0.431
N 3.439359 -3.492547 -3.348585 3.351 -1.255 -0.098
S 5.009369 -4.148767 -3.475985 3.804 2.725 3.045
O 5.371479 -4.986577 -4.577895 -0.995 0.974 0.579
O 5.531749 -4.480507 -2.167445 -1.066 -0.046 -1.196
F 5.760639 -2.710827 -3.718525 -0.858 -1.299 -0.243
S 2.788789 -4.555347 -4.303965 -5.907 -2.734 -1.964
O 2.770229 -5.934567 -3.846845 1.213 1.547 -0.579
O 2.922529 -4.248627 -5.708125 -0.368 -0.220 1.822
F 1.261619 -4.196607 -3.821885 0.725 0.547 -0.821
O -6.398051 -0.922417 4.360995 1.556 1.667 -1.917
S -5.969691 0.117533 3.407045 -1.049 1.626 -1.787
O -5.087511 1.258303 3.739795 -1.164 -2.924 -0.417
O -5.561141 -0.624227 1.927355 -0.339 0.365 1.972
C -5.022671 0.170313 0.801045 1.581 0.006 1.368
C -3.526141 0.422163 1.045285 0.634 -0.170 -0.278
C -7.503791 0.929223 2.769615 0.588 -0.606 1.513
H -5.596901 1.092083 0.707755 0.021 -0.038 -0.117
H -5.097911 -0.444117 -0.096125 -0.516 -0.210 0.318
H -2.980981 -0.441517 1.426005 -0.648 -0.458 0.451
H -3.261531 1.240063 1.715445 -0.382 0.122 -0.133
H -2.946111 0.489343 0.124875 -0.362 0.685 -0.434
H -7.262031 1.629223 1.969835 -0.090 -0.426 -0.028
H -7.872831 1.485273 3.631415 0.070 0.159 -0.013
H -8.230891 0.138393 2.585185 0.206 0.150 -0.538
O 5.483429 5.289263 -0.143965 3.010 -2.557 -0.186
S 6.245479 4.016523 -0.306405 -1.914 -0.675 0.860
O 6.572669 3.509053 -1.624055 0.170 0.945 1.159
O 7.617509 3.947393 0.672325 -1.376 1.533 -1.164
C 8.234119 2.689733 0.912845 -0.328 -1.366 0.134
C 9.541709 2.858853 1.672275 0.211 0.254 -0.689
C 5.171939 2.779883 0.515245 -0.334 0.067 0.388
H 8.494699 2.144703 0.005575 -0.237 0.347 -0.453
H 7.505939 2.039203 1.397265 0.022 0.055 0.455
H 9.926859 1.923323 2.077895 -0.444 -0.147 0.103
H 9.542209 3.618883 2.453585 -0.164 -0.033 -0.129
H 10.250319 3.102653 0.880735 0.355 0.515 0.357
H 5.307089 2.740633 1.596125 0.230 0.592 0.032
H 5.206349 1.732433 0.215635 0.602 0.289 -0.724
H 4.151309 3.125623 0.351335 0.078 0.146 -0.112
O -3.168631 1.450233 -5.330205 -1.383 0.548 1.851
S -4.135111 1.889363 -4.313225 0.833 -0.182 0.272
O -5.038711 2.978423 -4.616975 0.433 -1.388 0.153
O -5.033891 0.602423 -3.847475 0.198 2.457 -1.046
C -4.489071 -0.661927 -3.562095 0.317 -1.982 0.993
C -5.221851 -1.720907 -4.392145 -0.264 0.580 0.484
C -3.341101 2.379603 -2.671915 -0.739 -0.585 -1.856
H -4.742571 -0.839807 -2.517015 -0.005 -0.092 0.070
H -3.403881 -0.764197 -3.561505 0.156 0.554 -0.566
H -5.057241 -2.753557 -4.084545 0.516 0.200 0.067
H -5.037241 -1.613137 -5.460975 -0.142 0.041 0.054
H -6.258361 -1.521837 -4.119895 -0.321 -0.096 -0.657
H -3.079091 3.422353 -2.851135 0.318 -0.171 0.138
H -2.514551 1.694213 -2.484425 0.026 0.205 0.202
H -4.142441 2.319533 -1.935465 0.118 -0.122 -0.085
O 4.170449 -2.288637 -0.575035 1.794 1.225 0.845
S 5.357269 -1.690837 0.109295 0.846 0.780 0.065
O 6.087389 -0.500567 -0.433305 -2.559 -3.157 1.730
O 4.899629 -1.387907 1.718675 2.554 2.090 -3.961
C 4.091579 -2.298697 2.333885 -0.864 -2.149 1.546
C 4.301219 -2.078757 3.864235 -1.019 -0.070 -0.920
C 6.623809 -3.032907 0.430255 -1.448 0.997 -0.081
H 4.436839 -3.302577 2.086685 0.009 -0.359 0.113
H 3.083569 -2.262397 1.920735 -0.274 0.470 0.560
H 3.448019 -2.469027 4.419065 -0.006 -0.111 -0.048
H 4.328609 -1.005497 4.052505 0.225 -0.054 0.081
H 5.195659 -2.593177 4.215575 0.071 0.269 -0.110
H 7.335209 -2.549707 1.099975 0.074 -0.110 -0.266
H 7.008859 -3.391747 -0.524245 -0.040 0.253 0.114
H 6.069769 -3.821257 0.939815 0.158 -0.012 -0.103
O -3.132151 -4.243637 -3.107945 -1.027 0.135 1.901
S -3.764981 -4.122927 -1.794755 0.860 -0.031 1.427
O -4.075781 -2.833587 -1.188675 -0.001 -1.681 -1.383
O -5.193681 -4.972837 -1.820405 1.821 1.986 0.172
C -5.160171 -6.253197 -2.406945 -1.817 -0.798 -0.423
C -6.645291 -6.630037 -2.575805 0.206 -0.500 0.246
C -2.749061 -5.034237 -0.450085 -0.434 0.833 -0.565
H -4.642151 -6.919197 -1.716875 0.075 -0.293 -0.311
H -4.775231 -6.288807 -3.426095 0.725 0.367 0.271
H -7.184521 -6.695597 -1.630815 0.140 0.120 0.085
H -6.715291 -7.609687 -3.048535 0.050 -0.079 -0.038
H -7.175581 -5.927377 -3.218585 0.238 0.141 0.031
H -1.682861 -4.896137 -0.629635 -0.122 -0.407 -0.830
H -3.094561 -6.060887 -0.328695 0.233 0.076 -0.331
H -2.815801 -4.506667 0.501395 -0.889 0.257 -0.219
O -2.394371 -1.487157 7.484425 0.363 -1.055 -1.796
S -2.449311 -1.609087 6.034035 -1.041 1.206 0.245
O -2.537011 -0.338227 5.318985 0.274 -1.915 0.281
O -1.185301 -2.486747 5.490405 -1.231 1.264 0.959
C -0.955681 -2.536857 4.063195 1.266 -0.296 -0.536
C 0.535229 -2.480537 3.886645 0.835 -0.648 0.504
C -3.820531 -2.730837 5.487865 1.187 0.083 0.216
H -1.341281 -1.710757 3.465715 -0.912 -0.207 0.409
H -1.221171 -3.554307 3.776125 -0.771 0.327 -0.445
H 0.919639 -3.325837 4.457445 0.376 0.062 0.253
H 0.965049 -1.560227 4.282095 -0.045 0.020 -0.151
H 0.878009 -2.654557 2.866685 -0.419 0.367 -0.144
H -3.735891 -3.684247 6.009355 0.180 0.208 0.316
H -3.555401 -2.944057 4.452325 -0.396 0.271 -0.148
H -4.824991 -2.325847 5.610855 0.384 0.383 -0.101
O 1.820569 -1.180467 -6.694835 -0.940 -0.199 2.035
S 1.061569 -1.063177 -5.461695 -1.738 1.726 -0.932
O 1.579419 -1.408617 -4.148475 0.518 0.272 -0.452
O 0.584119 0.538323 -5.472615 0.997 -1.350 1.579
C 0.010369 1.112713 -4.220385 -1.827 0.325 -0.215
C -0.147431 2.612113 -4.417165 1.380 0.237 -0.777
C -0.614001 -1.857217 -5.568855 1.533 0.696 -0.606
H 0.468809 0.912633 -3.251925 0.865 -0.463 -0.501
H -1.001461 0.716463 -4.134975 -0.016 -0.393 -0.091
H -0.607991 3.187443 -3.614055 -0.241 -0.569 0.177
H -0.627021 2.858543 -5.364455 -0.230 -0.170 0.112
H 0.859489 3.024383 -4.482235 0.141 0.207 -0.080
H -1.130821 -1.237057 -6.301245 -0.130 -0.080 0.133
H -1.069191 -1.821437 -4.579095 0.143 -0.156 -0.131
H -0.442761 -2.851487 -5.981405 -0.114 -0.046 0.345
O 1.658979 3.041373 1.873215 0.434 1.034 3.448
S 1.713249 3.170713 3.351785 -1.264 -0.588 -0.844
O 2.978479 3.136243 4.078895 -1.434 0.074 -0.912
O 0.896169 4.546493 3.791295 0.021 -0.643 0.313
C 0.824169 4.857593 5.250015 2.121 -2.261 0.087
C -0.043781 5.959983 5.605165 -1.361 1.486 -0.440
C 0.528299 1.861673 3.959775 1.506 0.365 -0.521
H 1.861479 5.000743 5.552665 0.002 0.238 -0.005
H 0.470499 4.022683 5.854935 0.089 -0.702 -0.557
H -1.086781 5.679703 5.457875 -0.109 0.317 -0.793
H 0.280049 6.843773 5.055475 -0.587 0.274 0.113
H -0.090121 6.167413 6.674245 0.859 -0.065 0.108
H -0.196461 1.758743 3.152175 -0.103 0.111 0.325
H 0.145179 2.003543 4.970315 -0.081 0.409 -0.304
H 1.155559 0.970403 3.977155 -0.046 -0.062 -0.178
O 0.235409 5.954573 -2.764415 -0.017 -0.105 0.656
S 1.019449 6.221663 -1.585505 2.214 -0.075 0.481
O 1.659519 7.518623 -1.441185 -1.321 -1.134 0.240
O 0.168139 5.900793 -0.237495 -0.301 0.181 -1.225
C -0.768131 4.774483 -0.251175 -0.399 -1.214 1.034
C -2.050041 5.143343 0.547405 1.768 1.040 -0.259
C 2.399449 4.969643 -1.422125 -2.049 0.830 -0.702
H -0.292371 3.945163 0.272265 0.384 0.149 0.257
H -0.958131 4.303043 -1.215405 -0.046 0.968 -0.487
H -1.724831 5.280593 1.578665 -0.204 -0.472 0.236
H -2.861751 4.420413 0.466205 0.146 0.170 -0.125
H -2.290941 6.171323 0.276605 -0.722 -0.176 -0.429
H 1.870049 4.110643 -1.009885 0.510 -0.201 0.269
H 3.207249 5.405683 -0.834385 -0.260 -0.212 -0.013
H 2.657779 4.759913 -2.460095 0.301 0.037 0.136
```
Forces are in eV/Å.

Calculated values
* HOMO energy (spin up / spin down): -3.3 / -7.9 eV
* multiplicity: 3
* E_LUMO (spin up / spin down): 0.053 / -0.056 Ha
* electronic energy: -11030.89780 Ha
* total charge: -1


[2]
DFT (ωB97M-V/def2-TZVPD) results for 9 unconnected molecules or ions with the total composition C27H72O9 at a distorted geometry.

Geometry as XYZ:
```
108
Properties=species:S:1:pos:R:3:forces:R:3
C -1.303128 -7.442604 1.830059 -0.278 1.050 0.495
C -2.064458 -6.047884 1.781439 0.770 -0.055 1.759
C -1.228928 -4.788454 2.244659 -0.699 -1.308 0.043
O -2.584548 -5.771784 0.513609 0.535 -0.193 -0.262
H -2.071698 -8.207784 1.939119 0.184 -0.224 -0.656
H -0.649128 -7.601884 2.687389 -0.175 0.553 0.498
H -0.599248 -7.587534 1.010519 -0.558 -0.046 -0.514
H -2.938708 -6.146594 2.424909 0.075 0.021 0.263
H -0.951858 -4.835764 3.297789 0.131 -0.183 0.004
H -1.854178 -3.902924 2.130699 0.082 0.024 -0.234
H -0.325928 -4.720934 1.637899 0.057 0.197 -0.043
H -1.744258 -5.551594 0.104909 -0.055 0.162 -1.462
C 0.063312 -1.014174 0.995839 0.073 0.659 -0.817
C -0.018928 -0.381214 -0.398811 -1.280 0.419 0.184
C -0.934608 0.873866 -0.439841 -1.105 -2.114 -0.667
O 1.234882 0.062806 -0.820511 0.712 -0.737 -0.102
H -0.883668 -1.415084 1.357219 -0.080 0.234 -0.014
H 0.396132 -0.162814 1.589559 0.160 -0.480 0.816
H 0.774052 -1.837814 0.928139 0.259 0.135 0.380
H -0.334778 -1.185324 -1.063451 -0.248 0.304 -0.501
H -1.942648 0.480506 -0.308601 -0.349 0.322 0.905
H -1.066898 1.227156 -1.462481 0.828 0.474 -0.075
H -0.666178 1.643906 0.283399 -0.045 -0.104 -0.101
H 1.419642 0.758576 -0.185401 0.968 0.846 -0.031
C 2.729102 -0.607374 -5.550921 -0.297 -0.223 0.207
C 1.990452 -0.149004 -4.276381 -1.056 -0.266 -0.389
C 0.519352 -0.668624 -4.286161 1.078 0.192 0.025
O 2.645182 -0.521074 -3.106611 1.271 -0.945 -0.420
H 3.773162 -0.304324 -5.629711 -0.057 0.203 0.294
H 2.202892 -0.242824 -6.433141 -0.044 0.345 0.023
H 2.701322 -1.689414 -5.679411 0.039 -0.205 0.381
H 1.926992 0.939136 -4.281161 -0.022 0.356 -0.271
H 0.043572 -0.428624 -3.335301 -0.199 0.464 -0.139
H 0.464442 -1.755814 -4.341921 0.225 -0.091 -0.367
H 0.036512 -0.204784 -5.146291 -0.457 -0.132 0.170
H 2.080162 -0.425354 -2.336431 -0.341 0.376 0.423
C 1.422022 -4.889374 -2.980451 -0.037 0.688 -0.318
C 0.431222 -4.543874 -1.841131 0.850 1.377 -2.007
C -0.885048 -3.893404 -2.337351 -0.158 -0.705 0.593
O 0.188672 -5.716054 -1.154931 -1.289 -1.217 1.188
H 1.734582 -4.026924 -3.569151 -0.247 0.327 0.054
H 1.009322 -5.605544 -3.691001 -0.205 -0.136 0.187
H 2.370152 -5.280024 -2.610931 -0.101 -0.244 0.357
H 0.916692 -3.817554 -1.189301 0.104 0.209 0.155
H -1.504718 -4.574214 -2.920971 0.327 -0.190 -0.335
H -0.761418 -2.960194 -2.886831 0.384 -0.184 -0.016
H -1.537328 -3.664554 -1.494581 0.157 0.133 0.331
H 0.985492 -6.004644 -0.703941 0.117 0.042 -0.038
C -4.268238 -1.315024 1.633979 0.008 -0.051 -0.190
C -4.325228 -1.281154 3.166509 0.331 0.635 -2.098
C -3.582378 -0.085264 3.735029 -0.077 -0.347 0.701
O -5.711338 -1.254784 3.481519 0.192 -0.396 0.830
H -4.777328 -0.435814 1.239089 0.096 0.251 -0.048
H -4.816198 -2.169054 1.235879 0.046 -0.179 0.145
H -3.263158 -1.334734 1.212649 0.120 0.044 0.121
H -3.829088 -2.188894 3.509949 -0.543 -0.148 0.489
H -3.971628 0.904386 3.495909 -0.341 -0.155 -0.315
H -2.531478 -0.081024 3.445729 -0.010 -0.095 0.020
H -3.673088 -0.218064 4.813099 0.348 0.370 0.233
H -6.024398 -0.443224 3.075369 -0.259 0.118 0.025
C -0.407568 3.370166 -3.737961 0.156 -1.519 0.065
C -0.214278 4.379276 -4.820891 0.249 -1.922 -1.403
C -0.948108 4.113906 -6.150591 1.667 -0.190 -0.225
O -0.621998 5.572676 -4.379401 -1.043 3.717 1.283
H 0.213872 3.587036 -2.869131 -0.092 0.094 0.036
H -0.157748 2.367516 -4.084921 0.300 -0.160 -0.023
H -1.447158 3.261946 -3.428701 -0.188 0.419 0.073
H 0.844062 4.527616 -5.035421 0.214 -0.458 -0.091
H -0.499528 4.827226 -6.842001 -0.448 0.388 -0.120
H -2.026088 4.266236 -6.097231 0.032 -0.308 0.062
H -0.623598 3.170046 -6.588671 -0.595 -0.415 0.161
H -1.577698 5.523936 -4.302811 -0.216 0.330 0.258
C 0.778872 7.234806 0.191949 0.172 0.569 -0.271
C 0.924342 5.724936 0.211679 -0.562 0.256 1.164
C -0.446628 4.981056 0.088939 1.913 -0.010 -0.117
O 1.963762 5.220936 -0.646741 -0.901 0.532 -0.039
H 1.710132 7.765716 0.389419 0.413 -0.259 -0.317
H 0.170412 7.587166 1.024839 -0.492 -0.315 -0.073
H 0.359022 7.615346 -0.739191 -0.111 0.033 -0.075
H 1.337062 5.572646 1.208959 -0.300 -0.647 0.194
H -0.145898 3.937196 0.178519 -0.569 -0.217 0.401
H -0.935518 5.048936 -0.882901 0.053 0.496 -0.016
H -1.086798 5.324686 0.901479 -0.129 -0.294 -0.075
H 1.836332 5.783386 -1.414211 0.465 -0.295 -0.697
C 2.137512 0.045436 5.159619 0.353 0.497 0.464
C 0.633952 0.291026 5.036169 -0.066 -1.424 0.258
C -0.103218 -1.076334 4.896589 0.141 1.024 -0.636
O 0.169612 0.910426 6.202469 0.230 0.492 1.176
H 2.707692 0.967566 5.272179 -0.212 0.329 -0.282
H 2.588182 -0.501754 4.331619 -0.301 -0.081 -0.122
H 2.379552 -0.473524 6.087089 -0.327 -0.389 0.030
H 0.417532 0.979496 4.219299 0.042 -0.359 -0.548
H 0.299392 -1.539644 3.995839 -0.194 -0.471 0.016
H -1.175708 -0.917534 4.784129 0.060 0.065 -0.187
H -0.008778 -1.716944 5.773409 0.508 0.129 0.007
H -0.553418 1.507666 5.997229 -0.135 0.092 -0.136
C 2.855592 2.966646 2.788359 -1.089 0.278 0.332
C 3.197082 2.299566 1.491979 0.717 0.562 -0.668
C 3.589262 0.880846 1.583779 1.098 -2.049 0.497
O 2.081852 2.331486 0.636229 -0.927 0.031 -0.581
H 1.963322 2.477796 3.179479 0.225 -0.434 0.506
H 2.433942 3.953846 2.599279 0.468 0.333 -0.165
H 3.658762 3.038586 3.521729 -0.032 -0.186 -0.063
H 3.996312 2.857086 1.003619 0.286 0.089 -0.011
H 4.351442 0.717606 2.345719 -0.241 0.060 0.514
H 4.069402 0.400026 0.731499 -0.059 0.754 -0.715
H 2.756102 0.195436 1.739219 -0.264 0.280 0.575
H 2.121842 3.133236 0.109739 -0.186 0.372 -0.279
```
Forces are in eV/Å.

Calculated values
* HOMO energy (spin up / spin down): 0.7 / -7.6 eV
* energy above the lowest of the compared OMol25 structures with the same formula, charge and spin: 14.8 kJ/mol
* multiplicity: 2
* E_LUMO (spin up / spin down): 0.085 / 0.082 Ha
* electronic energy: -1748.95953 Ha
* total charge: -1